A 7-piece molecular cluster, C22H41F2NO10S overall. Source: the OMol25 dataset; level of theory: ωB97M-V with the def2-TZVPD basis set.

Output
SMILES ... O=CCN(CC(=O)F)S(=O)(=O)F.CC(C)=O.CC(C)=O.CC(C)=O.CC(C)=O.CC(C)=O.CC(C)=O
HOMO level ... -0.341 Ha
Net charge ... 0
Frontier orbital gap ... 0.356 Eh

Each line ends with the Löwdin charge.
Cartesian coordinates (Å):
O: -1.10 5.42 -1.99  0.086
C: -0.07 4.88 -2.24  -0.230
C: 0.50 3.72 -1.45  -0.153
N: 0.07 3.75 -0.05  -0.175
C: 0.85 4.69 0.79  -0.065
C: -0.08 5.65 1.51  -0.457
O: 0.00 5.87 2.68  0.159
F: -0.99 6.20 0.74  0.155
S: 0.00 2.24 0.58  0.580
O: -0.76 2.32 1.77  -0.230
O: -0.47 1.28 -0.35  -0.221
F: 1.44 1.82 0.98  -0.118
H: 0.52 5.19 -3.12  0.127
H: 0.12 2.83 -1.96  0.105
H: 1.57 3.73 -1.58  0.133
H: 1.35 4.16 1.58  0.122
H: 1.61 5.21 0.23  0.117
C: 1.53 -2.69 3.64  -0.019
C: 2.04 -2.65 2.22  -0.512
C: 1.66 -1.46 1.38  -0.025
O: 2.72 -3.54 1.77  0.065
H: 1.87 -3.60 4.13  0.081
H: 1.90 -1.83 4.20  0.085
H: 0.44 -2.67 3.65  0.085
H: 2.04 -0.55 1.83  0.075
H: 0.57 -1.40 1.29  0.087
H: 2.09 -1.58 0.39  0.088
C: -2.64 0.34 -2.94  -0.015
C: -1.41 0.26 -3.81  -0.495
C: -1.39 -0.81 -4.87  -0.019
O: -0.48 1.02 -3.66  0.053
H: -2.52 1.15 -2.22  0.069
H: -3.52 0.53 -3.56  0.085
H: -2.77 -0.60 -2.40  0.080
H: -2.21 -0.66 -5.56  0.084
H: -1.47 -1.79 -4.40  0.070
H: -0.45 -0.76 -5.41  0.081
C: 0.61 -4.17 -1.10  -0.003
C: -0.81 -3.68 -1.21  -0.486
C: -1.80 -4.23 -0.22  -0.010
O: -1.15 -2.88 -2.06  0.055
H: 1.21 -3.69 -1.87  0.090
H: 1.02 -3.92 -0.12  0.061
H: 0.65 -5.25 -1.25  0.061
H: -1.50 -3.98 0.79  0.082
H: -1.87 -5.32 -0.32  0.078
H: -2.79 -3.80 -0.41  0.081
C: -0.35 -9.03 -1.18  -0.021
C: 1.07 -8.58 -1.39  -0.498
C: 2.15 -9.61 -1.16  -0.023
O: 1.34 -7.45 -1.73  0.066
H: -1.03 -8.20 -1.38  0.075
H: -0.59 -9.85 -1.87  0.085
H: -0.50 -9.36 -0.16  0.086
H: 2.02 -10.45 -1.84  0.085
H: 2.12 -9.97 -0.13  0.086
H: 3.13 -9.16 -1.34  0.082
C: -3.14 0.73 1.94  -0.035
C: -4.26 -0.11 2.50  -0.501
C: -5.36 0.61 3.23  -0.026
O: -4.28 -1.31 2.36  0.061
H: -2.42 0.09 1.44  0.072
H: -3.53 1.45 1.22  0.094
H: -2.64 1.26 2.75  0.074
H: -5.85 1.33 2.56  0.084
H: -4.95 1.14 4.09  0.084
H: -6.10 -0.11 3.58  0.078
C: 4.86 8.33 0.48  -0.021
C: 3.67 7.56 0.99  -0.489
C: 2.57 8.36 1.65  -0.005
O: 3.61 6.36 0.88  0.060
H: 5.57 7.65 0.03  0.082
H: 4.54 9.05 -0.27  0.087
H: 5.34 8.86 1.30  0.088
H: 2.15 9.08 0.94  0.093
H: 2.96 8.88 2.52  0.092
H: 1.78 7.69 1.98  0.061


A 8-piece molecular cluster, C58H56BrN4O14 overall. Source: the OMol25 dataset; level of theory: ωB97M-V with the def2-TZVPD basis set.

Output
HOMO level ... -0.421 Ha
Net charge ... +1
Frontier orbital gap ... 0.298 Eh

Each line ends with the Löwdin charge.
Cartesian coordinates (Å):
C: -0.43 0.37 4.27  -0.094
C: -0.89 1.71 3.69  -0.225
C: -0.70 1.61 2.15  -0.211
C: -1.69 2.51 1.43  -0.162
N: -1.65 2.40 -0.06  0.007
N: -0.85 1.38 -0.56  0.086
C: 0.35 1.48 -1.05  -0.320
N: 1.00 2.72 -1.11  0.175
N: 0.93 0.33 -1.53  -0.019
C: 0.22 -0.10 -2.78  -0.079
C: -0.02 -1.59 -2.95  -0.163
C: 0.01 -2.04 -4.28  -0.042
C: -0.24 -3.37 -4.62  -0.062
C: -0.54 -4.28 -3.61  -0.051
C: -0.55 -3.84 -2.29  -0.037
C: -0.30 -2.51 -1.94  -0.202
C: -0.36 -2.15 -0.47  -0.030
C: 2.39 0.48 -1.76  -0.190
C: 3.16 0.55 -0.43  -0.696
C: 3.91 1.85 -0.19  -0.164
Br: 4.52 -0.86 -0.33  0.748
H: -0.88 -0.45 3.72  0.069
H: -0.73 0.26 5.31  0.067
H: 0.65 0.25 4.15  0.078
H: -1.95 1.83 3.86  0.085
H: -0.30 2.55 4.05  0.112
H: 0.32 1.93 1.89  0.108
H: -0.85 0.57 1.88  0.097
H: -1.54 3.55 1.69  0.127
H: -2.69 2.22 1.74  0.114
H: -1.47 3.28 -0.52  0.118
H: -1.28 0.46 -0.55  0.147
H: 0.96 3.16 -0.19  0.111
H: 0.45 3.34 -1.70  0.126
H: -0.74 0.40 -2.90  0.135
H: 0.84 0.22 -3.61  0.125
H: 0.22 -1.34 -5.08  0.109
H: -0.22 -3.70 -5.64  0.083
H: -0.76 -5.31 -3.85  0.110
H: -0.78 -4.55 -1.51  0.111
H: -0.73 -2.99 0.10  0.084
H: -0.92 -1.25 -0.26  0.047
H: 0.66 -2.00 -0.13  0.066
H: 2.72 -0.42 -2.27  0.102
H: 2.63 1.31 -2.42  0.128
H: 2.48 0.35 0.40  0.084
H: 4.49 1.73 0.73  0.062
H: 3.25 2.69 -0.01  0.057
H: 4.63 2.04 -0.97  0.079
C: -3.28 -1.60 -7.86  0.030
C: -2.17 -2.28 -7.61  0.021
C: -2.01 -3.69 -8.03  -0.386
O: -0.99 -4.30 -7.80  0.072
C: -3.15 -4.32 -8.75  0.025
C: -4.26 -3.64 -9.00  0.031
C: -4.42 -2.22 -8.57  -0.381
O: -5.43 -1.61 -8.80  0.121
H: -3.41 -0.57 -7.55  0.123
H: -1.32 -1.84 -7.09  0.107
H: -3.01 -5.35 -9.05  0.125
H: -5.10 -4.08 -9.52  0.127
C: 3.07 -4.87 0.28  0.018
C: 3.40 -6.14 0.07  0.031
C: 2.83 -7.23 0.92  -0.381
O: 3.12 -8.39 0.74  0.124
C: 1.88 -6.83 1.99  0.029
C: 1.55 -5.55 2.19  0.019
C: 2.13 -4.48 1.35  -0.383
O: 1.83 -3.31 1.52  0.065
H: 3.47 -4.06 -0.32  0.099
H: 4.09 -6.45 -0.70  0.126
H: 1.47 -7.63 2.59  0.126
H: 0.86 -5.24 2.96  0.121
C: 0.34 2.67 7.74  0.014
C: 0.36 1.66 8.61  0.024
C: 1.64 1.08 9.10  -0.385
O: 1.66 0.17 9.89  0.116
C: 2.90 1.67 8.57  0.024
C: 2.88 2.68 7.69  0.018
C: 1.60 3.25 7.21  -0.392
O: 1.58 4.17 6.41  0.092
H: -0.58 3.10 7.38  0.119
H: -0.55 1.22 9.01  0.124
H: 3.82 1.24 8.93  0.124
H: 3.78 3.12 7.30  0.122
C: 2.43 -3.90 -12.94  0.024
C: 2.71 -3.06 -11.95  0.019
C: 1.86 -2.98 -10.74  -0.382
O: 2.11 -2.21 -9.83  0.098
C: 0.68 -3.89 -10.67  0.025
C: 0.40 -4.73 -11.66  0.028
C: 1.26 -4.81 -12.87  -0.385
O: 1.00 -5.57 -13.77  0.114
H: 3.04 -3.97 -13.83  0.124
H: 3.56 -2.39 -11.97  0.122
H: 0.08 -3.82 -9.78  0.088
H: -0.45 -5.40 -11.63  0.121
C: -4.73 0.04 5.23  0.016
C: -5.86 -0.34 4.64  0.024
C: -6.88 0.64 4.20  -0.381
O: -7.90 0.29 3.66  0.118
C: -6.60 2.08 4.46  0.028
C: -5.47 2.47 5.05  0.010
C: -4.45 1.48 5.48  -0.387
O: -3.42 1.83 6.02  0.074
H: -3.97 -0.66 5.55  0.120
H: -6.08 -1.39 4.44  0.123
H: -7.35 2.78 4.14  0.120
H: -5.25 3.50 5.24  0.095
C: -5.91 5.49 7.82  0.023
C: -5.97 6.21 8.93  0.029
C: -7.16 7.04 9.25  -0.381
O: -7.22 7.70 10.26  0.123
C: -8.28 7.03 8.27  0.029
C: -8.22 6.31 7.15  0.023
C: -7.03 5.48 6.84  -0.363
O: -6.97 4.82 5.82  0.077
H: -5.05 4.87 7.57  0.118
H: -5.17 6.23 9.66  0.125
H: -9.14 7.65 8.51  0.126
H: -9.02 6.29 6.43  0.123
C: 9.71 2.66 -1.56  0.022
C: 10.09 3.46 -0.57  0.025
C: 9.34 3.52 0.71  -0.385
O: 9.68 4.25 1.61  0.114
C: 8.15 2.63 0.85  0.024
C: 7.78 1.83 -0.13  0.010
C: 8.52 1.77 -1.42  -0.385
O: 8.17 1.04 -2.31  0.104
H: 10.23 2.60 -2.50  0.124
H: 10.95 4.12 -0.65  0.125
H: 7.63 2.69 1.80  0.121
H: 6.92 1.17 -0.06  0.075


ΔE to the lowest compared entry with this formula, charge and spin for every record listed, in sequence, given in eV: 2.224, 0.000.
Largest force on an atom for every record listed, in sequence, given in eV Å⁻¹: 3.1, 2.1.
Molar mass for every record listed, in sequence, given in g mol⁻¹: 549.63, 1113.00.